Entry 1:
ORCA calculation (the ωB97M-V functional and the def2-TZVPD basis) on 8 unconnected molecules or ions with the total composition C28H45BrClN2O28PS7 at a distorted geometry.

Element x y z (Å)
C  -1.6074  0.1113  5.7464
C  -0.2847  0.2655  4.8446
P  -0.3874  -1.0841  3.5538
C  -1.7945  -0.4944  2.3945
C  1.1754  -1.2288  2.5159
C  1.9188  -0.0590  1.8419
C  1.4086  1.4096  1.9865
C  2.3298  2.4129  2.7758
C  3.8767  2.1798  2.6608
Cl  1.9575  2.5803  4.5574
C  3.0814  -0.4286  1.0336
C  3.6009  -1.8029  0.8325
N  4.7214  -1.9676  0.0160
C  5.0725  -3.2705  -0.1181
C  4.3625  -4.3854  0.5688
N  3.2840  -4.2718  1.3828
C  2.9279  -2.9337  1.4890
C  1.6878  -2.6067  2.3366
Br  0.7061  -4.1069  3.1967
H  -2.4510  0.5523  5.1275
H  -1.5590  0.7270  6.6797
H  -1.8659  -0.9680  5.9048
H  0.5791  0.1761  5.5533
H  -0.3757  1.2725  4.3645
H  -2.6905  -1.1185  2.6809
H  -2.0303  0.5668  2.6663
H  -1.4687  -0.6460  1.3371
H  0.3460  1.3503  2.3617
H  1.3153  1.8184  0.9317
H  2.1336  3.4380  2.3388
H  4.1896  1.2790  3.2695
H  4.2486  2.0511  1.6055
H  4.4504  3.0467  3.1067
H  3.6079  0.4174  0.5124
H  5.9491  -3.5034  -0.7772
H  4.7368  -5.4286  0.3717
O  -3.4784  -0.3076  -0.0898
S  -4.6170  -0.9443  0.4754
O  -5.0997  -0.6458  1.7811
O  -4.4125  -2.5413  0.3528
C  -5.4904  -3.1084  -0.3965
C  -5.9499  -2.0063  -1.3321
O  -5.8494  -0.8062  -0.5618
H  -6.2820  -3.3870  0.3040
H  -5.1554  -3.9942  -0.9341
H  -6.9683  -2.1558  -1.6830
H  -5.2819  -1.9115  -2.1903
O  7.1273  -1.6597  5.3281
S  5.9960  -2.3251  5.8785
O  5.4981  -2.0432  7.1792
O  6.2385  -3.9180  5.7478
C  5.1809  -4.5045  4.9853
C  4.7082  -3.4074  4.0517
O  4.7747  -2.2082  4.8272
H  4.3884  -4.8040  5.6759
H  5.5399  -5.3797  4.4457
H  3.7129  -3.5699  3.6844
H  5.3875  -3.2977  3.2004
O  3.2912  1.6462  -5.2013
S  3.9055  0.3669  -5.2806
O  4.1260  -0.3082  -6.5145
O  3.1165  -0.6306  -4.2791
C  4.0247  -1.1638  -3.3135
C  5.0985  -0.1064  -3.1516
O  5.3002  0.4179  -4.4693
H  4.4394  -2.0925  -3.7148
H  3.5090  -1.3727  -2.3777
H  6.0256  -0.5122  -2.7522
H  4.7551  0.7106  -2.5119
O  -1.6733  -4.1358  -6.6312
S  -0.2938  -4.3473  -6.9073
O  0.2509  -5.6310  -7.1741
O  0.5462  -3.6575  -5.7155
C  1.4307  -2.6744  -6.2545
C  0.7547  -2.1811  -7.5182
O  0.1532  -3.3460  -8.0940
H  2.3833  -3.1609  -6.4792
H  1.5944  -1.8747  -5.5360
H  1.4551  -1.7237  -8.2144
H  -0.0432  -1.4702  -7.2863
O  -2.1449  4.3422  1.3827
S  -2.5332  3.5669  2.5079
O  -1.6051  2.7986  3.2677
O  -3.7639  2.6084  2.0714
C  -4.8974  2.8726  2.8980
C  -4.7580  4.3277  3.3087
O  -3.3571  4.5174  3.5218
H  -4.8491  2.2098  3.7660
H  -5.8198  2.6839  2.3506
H  -5.3189  4.5600  4.2123
H  -5.0716  4.9985  2.5041
O  -6.7805  -1.0390  -4.0112
S  -6.6502  -1.2876  -5.4071
O  -7.7178  -1.1174  -6.3277
O  -6.0347  -2.7693  -5.5882
C  -4.8024  -2.6886  -6.3088
C  -4.2386  -1.3215  -5.9839
O  -5.3743  -0.4556  -5.9414
H  -5.0228  -2.7811  -7.3752
H  -4.1324  -3.4919  -6.0066
H  -3.5212  -0.9802  -6.7278
H  -3.7696  -1.3114  -4.9960
O  -0.9308  7.3968  3.2662
S  -0.8285  7.0676  1.8852
O  -0.7407  5.7270  1.4206
O  0.3894  7.9301  1.2485
C  -0.1006  8.7370  0.1776
C  -1.5520  9.0162  0.5212
O  -2.0358  7.8010  1.0960
H  -0.0168  8.1621  -0.7485
H  0.4857  9.6509  0.0903
H  -2.1415  9.2888  -0.3526
H  -1.6351  9.8034  1.2755

Calculated values
2S+1: 1
LUMO energy: -1.21 eV
HOMO-LUMO gap: 6.34 eV
Highest occupied orbital energy: -7.6 eV

Entry 2:
ORCA calculation (the ωB97M-V functional and the def2-TZVPD basis) on a molecular structure, C28H45CoN5O2PS.

Element x y z (Å)
Co  -0.4663  0.1362  0.5508
O  0.5141  1.3078  -3.0624
C  0.4028  1.2297  -1.8639
O  -0.2144  0.2375  -1.2650
C  0.9573  2.3079  -0.9216
P  1.3907  1.4963  0.6560
C  2.8872  0.5345  0.3106
C  3.0624  -0.6921  0.9467
C  4.2121  -1.4371  0.7347
C  5.1896  -0.9662  -0.1283
C  5.0178  0.2488  -0.7759
C  3.8759  1.0000  -0.5528
C  1.8589  2.7848  1.8311
C  1.0248  3.8913  1.9971
C  1.3368  4.8638  2.9312
C  2.4776  4.7341  3.7118
C  3.3036  3.6320  3.5562
C  2.9988  2.6581  2.6184
H  0.1379  3.0000  -0.7065
H  1.7551  2.8707  -1.4028
H  2.2910  -1.0763  1.6035
H  4.3424  -2.3844  1.2404
H  6.0859  -1.5469  -0.2998
H  5.7763  0.6133  -1.4545
H  3.7624  1.9480  -1.0610
H  0.1253  3.9971  1.4028
H  0.6908  5.7226  3.0500
H  2.7235  5.4948  4.4402
H  4.1944  3.5318  4.1609
H  3.6598  1.8100  2.4911
C  -5.3255  3.2544  -3.6239
C  -5.3572  3.3181  -2.1025
C  -3.9935  3.5806  -1.4683
C  -2.9310  2.5450  -1.8190
N  -3.3556  1.1799  -1.5180
C  -3.2728  0.5764  -0.3378
S  -2.4927  1.3474  0.9991
N  -3.7914  -0.6538  -0.2388
C  -3.9053  -1.4482  0.9798
C  -5.0590  -1.0301  1.8888
C  -6.4596  -1.3568  1.3743
C  -6.9389  -0.5027  0.2061
H  -6.3284  3.1660  -4.0396
H  -4.7502  2.4029  -3.9942
H  -4.8718  4.1529  -4.0454
H  -5.7756  2.3900  -1.6990
H  -6.0423  4.1066  -1.7856
H  -4.0876  3.6353  -0.3817
H  -3.6166  4.5528  -1.7987
H  -2.0084  2.7342  -1.2674
H  -2.6831  2.5601  -2.8802
H  -3.7743  0.6646  -2.2778
H  -4.2057  -1.0455  -1.0698
H  -2.9534  -1.3935  1.5062
H  -4.0354  -2.4832  0.6520
H  -4.9719  0.0390  2.0926
H  -4.9084  -1.5318  2.8490
H  -7.1589  -1.2303  2.2035
H  -6.5115  -2.4175  1.1069
H  -6.7970  0.5598  0.4143
H  -7.9995  -0.6630  0.0164
H  -6.4164  -0.7265  -0.7246
C  -0.0184  -5.2167  1.7068
N  -0.5661  -4.1508  0.8774
C  -0.6185  -4.4505  -0.5422
C  -0.5317  -2.8488  1.2817
N  -0.2926  -1.8604  0.4621
N  -0.7847  -2.5984  2.5966
C  -0.5125  -1.2847  3.1468
C  -1.7367  -3.3914  3.3618
H  0.8205  -5.6822  1.1852
H  -0.7661  -5.9841  1.9137
H  0.3482  -4.8140  2.6461
H  -1.0133  -5.4574  -0.6689
H  0.3703  -4.4086  -1.0121
H  -1.2854  -3.7547  -1.0485
H  0.0892  -2.1546  -0.4278
H  -1.3605  -0.6009  3.0206
H  0.3819  -0.8587  2.6867
H  -0.3104  -1.3804  4.2136
H  -2.1909  -4.1489  2.7292
H  -2.5268  -2.7384  3.7384
H  -1.2595  -3.8786  4.2145

Calculated values
2S+1: 2
LUMO energy (alpha / beta): -3.19 / -2.45 eV
ΔE to the lowest compared entry with this formula, charge and spin: 0.0 kcal per mole
HOMO-LUMO gap (alpha / beta): 7.66 / 8.73 eV
Highest occupied orbital energy (alpha / beta): -10.9 / -11.2 eV
⟨S²⟩: 0.763
Total charge: +1